This record from the OMol25 dataset describes a 9-piece molecular cluster, C50H52BrF3N12O overall. The level of theory is ωB97M-V/def2-TZVPD.

The net charge is 0. The HOMO-LUMO gap comes out at 9.10 eV. As for the spin multiplicity: 1. As for the largest force on an atom: 0.9 eV/Å. Its SMILES is [H]/N=C\C[C@](Br)(C#N)[C@](C#N)(COC(F)(F)F)NCC.c1ccncc1.c1ccncc1.c1ccncc1.c1ccncc1.c1ccncc1.c1ccncc1.c1ccncc1.c1ccncc1. The value obtained for the highest occupied orbital energy is -9.02 eV. For the LUMO energy, the calculation gives 0.08 eV.

The geometry in XYZ format:
```
119
C50H52BrF3N12O, DFT ωB97M-V/def2-TZVPD
C 8.582 -2.124 3.478
C 7.193 -2.677 3.210
N 6.338 -1.882 2.314
C 5.976 -0.538 2.763
C 5.914 -0.476 4.224
N 5.901 -0.480 5.366
C 6.946 0.537 2.238
O 7.052 1.593 3.183
C 7.869 2.612 2.824
F 7.743 3.585 3.732
F 7.566 3.101 1.600
F 9.167 2.215 2.772
C 4.500 -0.311 2.240
Br 3.938 1.556 2.383
C 4.492 -0.574 0.810
N 4.476 -0.792 -0.312
C 3.506 -1.291 2.933
C 2.425 -0.666 3.786
N 2.521 -0.301 4.992
H 9.108 -1.932 2.547
H 9.161 -2.857 4.030
H 8.558 -1.221 4.081
H 6.669 -2.871 4.138
H 7.303 -3.644 2.725
H 6.849 -1.774 1.445
H 7.927 0.096 2.088
H 6.596 0.900 1.275
H 3.001 -1.832 2.140
H 4.051 -2.032 3.507
H 1.468 -0.556 3.286
H 3.470 -0.484 5.324
N 1.899 2.749 -1.460
C 2.842 1.835 -1.680
C 3.711 1.868 -2.758
C 3.590 2.909 -3.664
C 2.611 3.868 -3.452
C 1.794 3.744 -2.338
H 2.893 1.036 -0.953
H 4.456 1.094 -2.880
H 4.246 2.973 -4.522
H 2.480 4.696 -4.135
H 1.018 4.474 -2.137
N -2.785 -1.239 6.929
C -1.454 -1.194 6.993
C -0.647 -0.658 6.003
C -1.256 -0.135 4.874
C -2.637 -0.182 4.781
C -3.349 -0.741 5.830
H -1.010 -1.609 7.890
H 0.426 -0.648 6.118
H -0.664 0.307 4.081
H -3.162 0.217 3.923
H -4.432 -0.785 5.792
N -3.395 1.671 0.439
C -2.308 2.216 -0.105
C -1.014 1.808 0.177
C -0.840 0.773 1.080
C -1.958 0.188 1.653
C -3.209 0.675 1.301
H -2.490 3.024 -0.806
H -0.164 2.281 -0.300
H 0.155 0.422 1.326
H -1.868 -0.630 2.353
H -4.109 0.241 1.725
N -4.292 0.821 -3.981
C -4.231 0.395 -5.243
C -3.065 0.391 -5.996
C -1.898 0.851 -5.411
C -1.944 1.298 -4.100
C -3.161 1.262 -3.433
H -5.164 0.044 -5.672
H -3.067 0.038 -7.016
H -0.970 0.861 -5.969
H -1.057 1.665 -3.600
H -3.235 1.601 -2.407
N -7.268 -0.241 -6.841
C -7.618 0.719 -7.692
C -8.355 0.492 -8.845
C -8.748 -0.805 -9.130
C -8.391 -1.816 -8.254
C -7.654 -1.482 -7.127
H -7.289 1.720 -7.433
H -8.612 1.313 -9.500
H -9.324 -1.024 -10.020
H -8.677 -2.843 -8.435
H -7.357 -2.243 -6.414
N 1.992 -2.786 8.138
C 1.025 -3.699 8.068
C 1.031 -4.758 7.172
C 2.101 -4.879 6.302
C 3.123 -3.946 6.373
C 3.021 -2.922 7.303
H 0.207 -3.575 8.769
H 0.217 -5.470 7.162
H 2.144 -5.693 5.590
H 3.988 -4.011 5.725
H 3.804 -2.176 7.391
N -5.599 1.809 3.779
C -5.498 2.085 5.078
C -4.969 3.266 5.574
C -4.522 4.216 4.670
C -4.621 3.946 3.315
C -5.166 2.732 2.923
H -5.850 1.312 5.752
H -4.903 3.431 6.641
H -4.099 5.151 5.016
H -4.282 4.656 2.574
H -5.259 2.484 1.871
N -1.942 -0.552 -9.237
C -2.891 -1.474 -9.377
C -2.997 -2.307 -10.480
C -2.065 -2.175 -11.496
C -1.071 -1.219 -11.366
C -1.054 -0.437 -10.221
H -3.605 -1.549 -8.562
H -3.790 -3.039 -10.538
H -2.112 -2.806 -12.374
H -0.323 -1.080 -12.134
H -0.292 0.321 -10.082
```